Density functional theory data (ωB97M-V/def2-TZVPD) for 2 unconnected molecules or ions with the total composition C3H11N2S in a non-equilibrium geometry.

Each line ends with the Löwdin charge.
CARTESIAN COORDINATES (ANGSTROEM)
H1 3.235 1.332 0.081  0.057
N1 -3.625 0.761 -0.623  0.010
H2 -1.269 0.181 0.251  -0.061
C1 2.461 -0.483 -0.870  -0.643
C2 -3.216 0.082 0.441  -0.459
H3 2.882 0.002 1.179  0.049
H4 -2.997 1.483 -1.045  0.102
H5 0.954 -2.082 0.495  -0.110
H6 -3.924 -0.472 1.126  0.110
H7 4.330 -0.078 -0.084  0.075
H8 -1.880 0.256 1.970  0.117
S1 0.822 -0.901 -0.194  0.690
N2 -1.985 0.156 0.919  -0.017
H9 2.490 0.182 -1.896  0.125
H10 3.055 -1.467 -1.149  0.089
H11 -4.632 0.794 -0.798  0.081
C3 3.301 0.253 0.197  -0.215

Computed properties:
Energy above the lowest of the compared OMol25 structures with the same formula, charge and spin in kcal/mol: 38.4
Gap between HOMO and LUMO (spin up / spin down) in eV: 5.2 / 9.8
E_LUMO (spin up / spin down) in eV: 0.91 / 0.90
2S+1: 2

***

Density functional theory data (ωB97M-V/def2-TZVPD) for C3H9O2PS in the gas phase in a non-equilibrium geometry.

Each line ends with the Löwdin charge.
CARTESIAN COORDINATES (ANGSTROEM)
H1 -1.918 -1.678 -0.249  0.087
P1 1.498 1.007 0.072  0.631
O1 -2.014 0.831 0.674  -0.530
S1 -0.659 -0.047 1.081  0.846
H2 -1.099 2.445 0.337  0.008
C1 2.571 -0.127 0.982  -0.363
C2 -1.796 1.916 -0.137  -0.203
H3 2.261 -0.181 2.059  0.042
C3 -0.825 -1.309 -0.246  -0.297
H4 -0.334 -0.678 -1.101  0.044
H5 -0.173 -2.023 0.198  0.010
H6 -2.689 2.502 -0.330  0.102
H7 -1.265 1.562 -1.067  0.096
O2 1.329 0.521 -1.303  -0.539
H8 3.471 0.330 1.171  -0.027
H9 2.896 -1.105 0.412  0.094

Computed properties:
Energy above the lowest of the compared OMol25 structures with the same formula, charge and spin in kcal/mol: 78.5
Gap between HOMO and LUMO in eV: 8.9
E_LUMO in eV: 0.60

***

Density functional theory data (ωB97M-V/def2-TZVPD) for a molecular structure, C23H30AuN2Si2 in a non-equilibrium geometry.

Each line ends with the Löwdin charge.
CARTESIAN COORDINATES (ANGSTROEM)
H1 1.000 -4.986 0.077  0.091
H2 4.047 0.431 2.304  0.016
C1 2.838 -3.934 -0.014  -0.092
H3 -0.948 -4.971 0.109  0.087
H4 -2.830 -2.095 3.353  0.021
H5 2.947 0.711 0.956  -0.006
H6 -3.359 -4.897 0.356  0.090
H7 -0.056 5.236 2.379  0.099
C2 -1.944 0.595 4.809  -0.197
N1 1.334 -1.796 -0.868  0.058
H8 3.419 -4.786 0.317  0.100
H9 3.102 1.914 2.220  0.017
H10 -3.086 1.941 2.219  0.015
C3 0.040 1.902 1.633  -0.447
H11 1.156 -2.301 3.738  0.007
C4 -3.526 -2.874 -0.350  -0.118
C5 -1.428 -1.706 -0.827  -0.276
H12 -1.876 1.674 4.925  0.005
C6 -2.824 -1.758 -0.761  -0.170
C7 0.021 0.568 2.207  -0.398
Si1 -1.588 0.069 2.978  0.457
Si2 1.618 0.038 2.971  0.462
H13 -1.132 -2.288 3.713  0.005
H14 0.104 3.192 -1.379  0.098
H15 -1.669 -2.268 2.050  0.000
H16 1.884 1.652 4.904  0.006
H17 -1.211 0.150 5.476  -0.003
H18 0.006 2.987 3.467  0.103
C8 0.709 -2.928 -0.535  -0.252
N2 0.061 2.005 0.289  -0.054
C9 3.451 -2.723 -0.293  -0.084
H19 1.663 -2.317 2.071  -0.004
C10 -3.042 0.871 2.022  -0.186
H20 2.947 0.275 5.157  0.009
C11 0.028 4.389 0.401  -0.094
H21 4.516 -2.589 -0.171  0.094
C12 1.469 -4.043 -0.149  -0.031
C13 3.080 0.844 2.024  -0.181
C14 2.638 -1.694 -0.735  -0.166
C15 -0.755 -2.913 -0.537  -0.231
C16 1.963 0.572 4.801  -0.195
H22 1.224 0.130 5.462  -0.001
H23 0.028 5.337 -0.117  0.088
H24 -2.930 0.287 5.148  0.010
Au1 -0.448 0.070 -0.543  0.783
C17 -1.463 -4.056 -0.154  -0.071
C18 1.849 -1.858 3.033  -0.168
H25 -2.894 0.736 0.955  -0.020
C19 0.069 3.198 -0.294  -0.158
H26 -3.389 -0.866 -1.005  0.071
C20 -2.834 -4.029 -0.023  -0.125
H27 -4.004 0.441 2.290  0.016
H28 -4.603 -2.834 -0.229  0.091
C21 -0.008 4.322 1.794  -0.083
C22 0.020 3.087 2.394  -0.040
H29 2.850 -2.138 3.351  0.020
H30 3.057 -0.730 -0.993  0.098
C23 -1.830 -1.825 3.024  -0.165

Computed properties:
Gap between HOMO and LUMO in eV: 6.1
E_LUMO in eV: 3.09
Total charge: -1

***

Density functional theory data (ωB97M-V/def2-TZVPD) for a molecular structure, C4H5NO.

Each line ends with the Löwdin charge.
CARTESIAN COORDINATES (ANGSTROEM)
H1 1.629 1.523 -0.013  0.085
C1 0.951 0.852 0.517  -0.026
H2 1.501 -0.034 0.849  0.091
N1 -1.211 -0.300 0.017  0.012
C2 -0.318 -0.633 -1.606  0.001
O1 -0.928 -0.885 1.248  -0.039
H3 -1.782 -1.260 1.503  0.106
C3 -0.094 0.628 -1.877  0.051
H4 -0.121 -1.692 -1.659  0.104
C4 -0.179 0.453 -0.386  -0.474
H5 0.554 1.347 1.408  0.088

Computed properties:
Energy above the lowest of the compared OMol25 structures with the same formula, charge and spin in kcal/mol: 141.4
Gap between HOMO and LUMO in eV: 9.9
E_LUMO in eV: 0.73

***

Density functional theory data (ωB97M-V/def2-TZVPD) for a gas-phase ion, C3H9N4 (charge +1) in a non-equilibrium geometry.

Each line ends with the Löwdin charge.
CARTESIAN COORDINATES (ANGSTROEM)
H1 -1.342 0.560 0.638  0.134
C1 0.502 1.418 0.623  -0.110
N1 -0.492 -2.146 0.793  0.102
C2 -0.389 0.275 1.030  -0.119
N2 0.165 1.574 -0.793  -0.036
H2 1.587 1.320 0.822  0.146
N3 0.013 -0.960 0.412  -0.167
H3 0.453 0.399 -2.496  0.170
C3 0.292 -0.776 -0.882  -0.013
N4 0.321 0.429 -1.501  0.055
H4 0.116 2.284 1.127  0.132
H5 -0.086 2.392 -1.345  0.168
H6 -0.822 -2.722 -0.052  0.149
H7 0.163 -1.530 -1.702  0.179
H8 0.103 -2.755 1.268  0.087
H9 -0.586 0.239 2.059  0.125

Computed properties:
Energy above the lowest of the compared OMol25 structures with the same formula, charge and spin in kcal/mol: 85.7
SMILES string: N[N+]1=CNNCC1
Gap between HOMO and LUMO in eV: 9.1
E_LUMO in eV: -3.73
Total charge: +1

***

Density functional theory data (ωB97M-V/def2-TZVPD) for a molecular structure, C30H41Cl67P in a non-equilibrium geometry.

Each line ends with the Löwdin charge.
CARTESIAN COORDINATES (ANGSTROEM)
H1 -0.854 0.130 3.978  -0.039
Cl1 -6.333 -0.057 2.638  0.491
H2 -10.402 0.352 3.806  0.019
C1 6.022 9.561 -3.918  -1.538
H3 8.113 -2.690 2.407  0.019
Cl2 -1.466 0.132 -7.068  0.517
Cl3 6.941 -1.060 -2.298  0.494
H4 -1.395 3.369 6.703  0.030
H5 2.573 0.407 3.288  0.090
C2 -0.514 0.983 11.481  -1.544
H6 1.713 -4.300 2.148  0.077
C3 3.100 -2.685 2.363  -0.131
H7 0.743 -1.394 4.432  0.051
Cl4 -2.875 -7.739 -0.735  0.537
Cl5 -11.188 2.503 3.320  0.545
Cl6 3.129 5.578 0.066  0.541
C4 -1.085 -0.770 0.933  -0.206
C5 8.863 -7.074 1.512  -1.543
C6 -4.771 -5.782 6.098  -1.540
C7 -0.103 3.583 -0.117  -1.444
C8 -6.731 -6.136 -4.190  -1.515
H8 1.314 8.427 -7.666  -0.053
Cl7 -2.051 1.242 7.398  0.533
Cl8 7.141 -7.450 1.630  0.484
H9 1.241 -3.239 3.459  0.056
Cl9 -3.410 -0.299 2.568  0.624
C9 -4.911 -0.865 3.308  -1.437
Cl10 0.266 3.427 -1.838  0.571
Cl11 2.098 2.986 1.767  0.685
Cl12 0.493 2.046 6.258  0.552
H10 -1.493 0.158 1.345  -0.069
Cl13 -1.951 2.286 4.698  0.449
H11 6.566 -2.147 -4.339  0.012
H12 4.238 7.202 -9.713  0.014
C10 -4.549 3.849 2.195  -1.478
C11 7.448 -1.927 -3.753  -1.543
Cl14 7.361 10.221 -2.977  0.538
Cl15 -1.388 4.732 0.192  0.570
Cl16 9.397 -6.124 2.904  0.518
C12 -4.157 -6.555 -0.456  -1.535
C13 5.659 -10.920 -0.447  -1.540
Cl17 -0.422 -5.366 4.842  0.541
Cl18 -2.694 -4.244 3.377  0.450
Cl19 -6.939 -7.803 -3.640  0.522
C14 3.341 6.866 -10.218  -1.524
C15 1.322 7.918 -6.717  -1.512
H13 -1.836 -1.375 0.435  0.092
H14 2.328 4.985 -5.904  -0.091
H15 2.718 4.668 -2.053  -0.066
H16 3.823 -3.192 3.018  0.035
Cl20 -0.681 -5.847 1.977  0.565
H17 -0.352 -0.457 0.179  0.059
Cl21 -8.761 -1.766 0.219  0.481
H18 -9.354 -3.070 -1.639  0.008
Cl22 -8.669 1.747 4.539  0.502
C16 1.555 1.248 1.592  -0.754
Cl23 4.467 6.158 -2.409  0.501
Cl24 -9.688 -4.505 0.189  0.523
Cl25 0.553 6.340 -6.927  0.548
Cl26 -8.283 -5.441 -4.661  0.535
H19 0.793 3.921 0.391  -0.112
C17 7.256 -2.941 1.795  -1.505
Cl27 -0.519 1.388 -9.512  0.529
Cl28 3.005 7.721 -6.206  0.536
C18 3.616 4.922 -1.505  -1.560
H20 -4.871 -0.636 4.366  0.026
Cl29 -5.955 -5.148 -2.940  0.528
Cl30 2.730 3.009 -7.086  0.548
C19 1.666 -3.252 2.453  -0.264
Cl31 2.788 5.379 -9.435  0.501
Cl32 -2.605 8.543 -6.416  0.491
C20 2.600 0.561 0.673  -0.088
Cl33 -2.189 2.884 -7.662  0.519
H21 3.397 -2.736 1.314  0.074
Cl34 0.423 8.892 -5.553  0.524
H22 -4.733 -5.025 5.325  -0.035
C21 1.555 0.711 3.040  -0.361
H23 -4.076 -5.786 -1.213  -0.039
H24 -2.135 -6.504 3.700  -0.051
Cl35 -0.564 2.004 0.546  0.765
Cl36 4.899 -10.774 1.142  0.516
H25 -6.089 -6.145 -5.060  0.015
Cl37 8.229 -3.458 -3.337  0.512
C22 -0.309 -1.586 2.012  -0.471
C23 -0.940 1.644 -7.817  -1.570
H26 -1.592 0.886 11.506  0.013
H27 0.210 -3.304 0.894  0.093
Cl38 0.191 -0.627 11.646  0.527
Cl39 8.524 -0.925 -4.729  0.533
H28 3.064 1.351 0.091  0.026
Cl40 4.619 3.454 -1.347  0.520
Cl41 -4.474 -5.001 7.654  0.535
H29 0.573 1.309 1.137  -0.242
Cl42 -0.060 1.704 9.931  0.483
Cl43 -3.171 10.618 -4.466  0.519
Cl44 4.521 9.618 -2.991  0.509
H30 5.822 -11.970 -0.650  0.013
H31 -0.055 1.989 -7.297  -0.061
H32 2.148 -0.121 -0.046  0.075
H33 -4.807 4.878 1.982  0.020
H34 3.102 -1.631 2.657  0.032
C24 -9.946 1.254 3.420  -1.514
P1 0.263 -0.537 3.415  1.129
Cl45 -5.350 9.080 -5.620  0.526
Cl46 0.870 3.415 -4.905  0.512
C25 -1.560 -5.612 3.496  -1.504
H35 3.396 0.117 1.269  0.059
Cl47 -11.420 -2.382 -0.769  0.534
Cl48 -5.965 3.062 2.906  0.508
H36 -3.845 10.509 -6.707  0.013
H37 -1.057 -2.268 2.433  0.053
H38 9.019 -6.481 0.620  -0.002
C26 2.401 3.944 -5.628  -1.516
Cl49 -0.022 2.022 12.820  0.537
Cl50 2.128 8.147 -10.112  0.563
Cl51 4.603 -10.270 -1.705  0.518
Cl52 3.743 6.559 -11.908  0.544
Cl53 -9.296 0.897 1.811  0.477
C27 0.776 -2.515 1.402  -0.199
Cl54 -6.368 -6.529 6.068  0.548
H39 1.356 -2.024 0.622  0.093
Cl55 -5.740 -7.310 -0.619  0.507
C28 -3.756 9.784 -5.909  -1.541
Cl56 3.684 3.781 -4.431  0.565
Cl57 6.276 -1.483 1.593  0.536
Cl58 -3.187 3.841 3.325  0.459
H40 1.342 1.568 3.687  0.013
Cl59 7.224 -10.103 -0.463  0.497
Cl60 9.820 -8.551 1.370  0.529
Cl61 7.838 -3.516 0.232  0.522
Cl62 6.383 7.907 -4.439  0.495
H41 5.895 10.172 -4.802  0.013
Cl63 -5.077 -2.629 3.105  0.513
C29 -1.248 2.367 6.319  -1.470
C30 -9.752 -2.948 -0.640  -1.541
Cl64 -4.115 3.074 0.676  0.520
Cl65 6.334 -4.201 2.618  0.535
Cl66 -3.515 -6.983 5.757  0.564
Cl67 -3.936 -5.798 1.132  0.505

Computed properties:
Gap between HOMO and LUMO in eV: 10.0
E_LUMO in eV: -2.00
Total charge: +1